Entry 1:
Here is a 9-piece molecular cluster, C32H64O29S2 overall at a distorted geometry from the OMol25 dataset. Energies are from ωB97M-V/def2-TZVPD.

Each line ends with the Mulliken charge.
Cartesian coordinates (Å):
1 O -4.821 -1.059 -2.620  -0.6106
2 S -4.163 0.037 -1.870  1.1178
3 O -3.747 -0.145 -0.477  -0.4363
4 O -2.894 0.659 -2.736  -0.0373
5 C -3.429 1.352 -3.851  -0.5388
6 C -4.858 1.866 -3.452  0.1617
7 O -4.969 1.453 -2.133  -0.3732
8 H -2.626 2.067 -4.029  0.3274
9 H -3.488 0.639 -4.674  0.2275
10 H -5.606 1.440 -4.120  0.3433
11 H -4.900 2.952 -3.545  -0.0945
12 O 3.660 -3.163 1.915  -0.4049
13 S 3.950 -4.589 2.073  1.0996
14 O 5.327 -5.084 2.028  -0.5916
15 O 3.021 -5.205 3.327  -0.3655
16 C 2.126 -6.235 2.943  -0.2694
17 C 2.204 -6.282 1.410  -0.1899
18 O 3.194 -5.440 0.938  -0.4172
19 H 2.467 -7.220 3.261  0.2662
20 H 1.184 -5.961 3.418  0.2761
21 H 1.287 -5.930 0.937  0.2977
22 H 2.413 -7.315 1.130  0.2361
23 C -0.837 1.302 0.755  -0.0291
24 C -0.479 1.117 -0.683  0.5451
25 O -0.299 -0.290 -0.928  -0.3041
26 C 0.814 -0.859 -0.818  0.9009
27 O 1.934 -0.304 -0.901  -0.6707
28 O 0.622 -2.214 -0.768  -0.3291
29 C 1.595 -3.203 -1.142  -0.7122
30 H -0.105 0.979 1.496  -0.5724
31 H -1.758 0.790 1.033  0.2253
32 H -1.040 2.358 0.937  0.0018
33 H 0.338 1.733 -1.057  0.3342
34 H -1.297 1.489 -1.301  -0.5090
35 H 1.927 -3.624 -0.193  0.3044
36 H 2.379 -2.849 -1.812  0.4202
37 H 1.094 -3.945 -1.764  0.2249
38 C 7.343 1.550 5.247  -1.1430
39 C 6.310 2.605 4.892  -0.1563
40 O 5.390 1.950 3.995  -0.3323
41 C 4.368 1.148 4.418  0.6890
42 O 4.266 0.712 5.580  -0.6085
43 O 3.518 0.903 3.384  -0.1768
44 C 2.392 0.068 3.560  0.0620
45 H 8.093 2.008 5.891  0.3536
46 H 7.915 1.175 4.398  0.3239
47 H 6.868 0.621 5.564  0.3008
48 H 6.744 3.470 4.391  0.3105
49 H 5.775 2.822 5.817  0.2814
50 H 1.677 0.324 2.778  -0.4690
51 H 1.997 0.061 4.576  0.3804
52 H 2.770 -0.929 3.335  0.1900
53 C -6.502 6.886 -3.441  -1.0164
54 C -5.115 7.321 -2.915  -0.2397
55 O -4.816 6.572 -1.776  -0.3877
56 C -4.034 5.478 -1.938  0.7515
57 O -3.649 5.014 -2.957  -0.5772
58 O -3.823 4.986 -0.742  -0.4490
59 C -3.156 3.790 -0.501  -0.1530
60 H -6.308 5.899 -3.861  0.2191
61 H -6.977 7.567 -4.148  0.3851
62 H -7.189 6.823 -2.597  0.2780
63 H -5.139 8.396 -2.731  0.3676
64 H -4.329 7.356 -3.669  0.2893
65 H -2.372 3.642 -1.244  0.4289
66 H -3.938 3.032 -0.454  0.0861
67 H -2.615 3.653 0.435  0.0713
68 C -4.645 1.654 2.534  -0.6662
69 C -5.621 1.070 3.581  -0.6106
70 O -5.195 1.419 4.907  -0.2788
71 C -5.954 2.284 5.637  0.7434
72 O -7.100 2.650 5.339  -0.5829
73 O -5.256 2.619 6.745  -0.3047
74 C -5.889 3.349 7.800  -0.6345
75 H -4.273 2.660 2.725  0.3393
76 H -4.971 1.725 1.496  0.2593
77 H -3.764 1.012 2.570  0.2268
78 H -5.697 -0.011 3.467  0.3281
79 H -6.651 1.391 3.425  0.3636
80 H -6.124 4.333 7.393  0.2868
81 H -5.253 3.444 8.680  0.2466
82 H -6.821 2.957 8.208  0.2974
83 C -0.059 7.634 2.543  -1.3874
84 C -0.302 6.263 2.039  0.0250
85 O 0.900 5.483 2.063  -0.3231
86 C 1.014 4.498 1.108  0.8067
87 O 0.276 4.348 0.135  -0.5848
88 O 2.100 3.848 1.489  -0.2959
89 C 2.543 2.759 0.627  -0.2517
90 H 0.780 7.688 3.238  0.3417
91 H -0.876 8.110 3.085  0.3533
92 H 0.348 8.344 1.824  0.3436
93 H -1.005 6.182 1.210  0.2721
94 H -0.960 5.804 2.777  0.2283
95 H 3.410 2.219 1.006  0.2589
96 H 2.697 3.096 -0.398  0.3668
97 H 1.737 2.026 0.662  -0.1703
98 C -0.116 -1.627 -4.043  -0.4855
99 C -0.109 -2.109 -5.492  -0.4331
100 O 1.248 -2.211 -5.949  -0.3425
101 C 1.684 -3.365 -6.459  0.8833
102 O 0.988 -4.421 -6.386  -0.6395
103 O 2.856 -3.215 -7.076  -0.3493
104 C 3.514 -4.364 -7.520  -0.5855
105 H 0.440 -0.690 -4.009  0.3728
106 H 0.417 -2.278 -3.350  -0.1793
107 H -1.112 -1.487 -3.622  0.2976
108 H -0.701 -1.531 -6.201  0.3397
109 H -0.695 -3.023 -5.398  0.3393
110 H 2.846 -4.924 -8.174  0.3139
111 H 3.847 -5.006 -6.705  0.2135
112 H 4.361 -4.173 -8.178  0.2638
113 C 4.977 -9.121 0.064  -1.3003
114 C 4.710 -7.697 -0.511  0.1184
115 O 3.636 -7.672 -1.401  -0.2468
116 C 3.411 -6.841 -2.419  0.8771
117 O 3.967 -5.766 -2.456  -0.6150
118 O 2.467 -7.302 -3.193  -0.3472
119 C 1.838 -6.541 -4.170  -0.5137
120 H 5.043 -9.905 -0.690  0.3489
121 H 4.189 -9.445 0.743  0.2797
122 H 5.952 -9.139 0.552  0.3787
123 H 5.565 -7.250 -1.019  0.4190
124 H 4.654 -6.997 0.323  -0.0737
125 H 2.251 -6.709 -5.165  0.2778
126 H 2.022 -5.501 -3.900  0.1941
127 H 0.772 -6.766 -4.125  0.2831

Calculated values
2S+1: 1
Energy relative to the best compared isomer or geometry (same formula, charge and spin) in kJ/mol: 0.0
HOMO in eV: -10.19
Kohn-Sham gap in eV: 10.6


Entry 2:
Here is a 3-piece molecular cluster, C32H65F2N3O6S overall at a distorted geometry from the OMol25 dataset. Energies are from ωB97M-V/def2-TZVPD.

Each line ends with the Mulliken charge.
Cartesian coordinates (Å):
1 C -3.470 2.640 -7.834  -1.1464
2 C -4.111 1.559 -6.919  -0.5569
3 C -4.315 0.190 -7.634  -0.7558
4 C -3.039 -0.697 -7.651  -0.0186
5 C -3.454 -2.177 -7.963  -1.2642
6 C -2.722 -3.235 -7.087  -0.7045
7 C -3.188 -3.032 -5.611  -0.7036
8 C -2.469 -4.047 -4.660  -0.5162
9 C -3.503 -5.057 -4.098  -0.2329
10 F -2.948 -6.317 -4.181  -0.3783
11 O -3.941 -4.837 -2.774  -0.3951
12 S -4.159 -3.272 -2.407  1.4466
13 O -4.596 -3.184 -1.054  -0.6806
14 O -5.128 -2.635 -3.256  -0.7002
15 C -2.540 -2.466 -2.708  -0.4845
16 C -1.972 -2.073 -1.322  -1.0905
17 C -2.485 -0.689 -0.836  0.5990
18 C -2.356 -0.502 0.681  -1.0171
19 F -3.800 -0.434 -1.236  -0.3941
20 C -1.571 -3.363 -3.552  1.1893
21 C -0.487 -2.554 -4.264  -1.1494
22 O 0.005 -1.486 -3.453  -0.2706
23 C 1.084 -0.816 -4.106  -0.3708
24 C 2.258 -0.511 -3.146  -0.5794
25 O 2.267 0.823 -2.630  -0.2440
26 C 2.496 1.797 -3.638  -0.3061
27 C 3.820 2.592 -3.424  -1.1986
28 O -1.092 -4.467 -2.742  -0.4016
29 C 0.090 -4.284 -2.237  0.6804
30 N 1.109 -4.122 -1.789  -0.5689
31 H -2.554 2.309 -8.350  0.3003
32 H -3.205 3.511 -7.202  0.3446
33 H -4.251 3.002 -8.524  0.2961
34 H -3.546 1.459 -5.973  0.2735
35 H -5.122 1.917 -6.645  0.3392
36 H -4.679 0.387 -8.659  0.3466
37 H -5.125 -0.345 -7.099  0.4273
38 H -2.446 -0.579 -6.727  -0.0888
39 H -2.379 -0.379 -8.483  0.4742
40 H -3.256 -2.342 -9.039  0.4693
41 H -4.537 -2.309 -7.791  0.4764
42 H -1.631 -3.054 -7.189  0.2596
43 H -2.905 -4.271 -7.425  0.4110
44 H -2.959 -1.999 -5.310  -0.5360
45 H -4.283 -3.141 -5.610  1.0272
46 H -1.756 -4.621 -5.283  0.9166
47 H -4.384 -5.091 -4.766  0.4558
48 H -2.729 -1.527 -3.254  0.6202
49 H -2.198 -2.811 -0.529  0.5240
50 H -0.869 -1.980 -1.305  0.4261
51 H -1.860 0.094 -1.315  0.1520
52 H -1.294 -0.322 0.925  -0.0924
53 H -2.803 -1.312 1.278  0.3353
54 H -2.882 0.435 0.944  0.4125
55 H 0.363 -3.182 -4.613  0.4882
56 H -0.860 -2.060 -5.189  0.2946
57 H 0.676 0.099 -4.582  0.3001
58 H 1.509 -1.413 -4.942  0.3914
59 H 2.317 -1.215 -2.298  0.2364
60 H 3.215 -0.644 -3.701  0.3060
61 H 2.540 1.381 -4.663  0.3431
62 H 1.657 2.520 -3.581  0.3015
63 H 4.616 2.068 -3.980  0.2726
64 H 3.720 3.605 -3.858  0.3951
65 H 4.078 2.721 -2.362  0.2676
66 C 2.233 -0.293 0.730  -0.7286
67 C 2.630 0.351 2.051  -0.4856
68 N 2.324 1.771 2.132  0.2269
69 C 2.931 2.421 3.285  -1.1807
70 C 2.469 1.989 4.680  -0.5157
71 C 0.944 2.143 1.866  -0.5677
72 C -0.145 1.535 2.758  -0.8984
73 H 2.703 0.214 -0.115  0.1698
74 H 2.556 -1.335 0.721  0.5684
75 H 1.151 -0.289 0.579  -0.2325
76 H 3.712 0.227 2.160  0.4742
77 H 2.167 -0.215 2.873  0.1829
78 H 2.801 3.503 3.191  0.3930
79 H 4.013 2.263 3.224  0.4475
80 H 1.492 2.403 4.928  0.1623
81 H 3.169 2.362 5.432  0.3044
82 H 2.424 0.904 4.788  0.3027
83 H 0.715 1.889 0.827  0.1451
84 H 0.858 3.233 1.899  0.4171
85 H 0.015 0.472 2.949  0.2285
86 H -1.117 1.634 2.269  0.2806
87 H -0.220 2.051 3.714  0.3468
88 C 1.780 1.124 8.178  -1.4248
89 C 3.035 1.623 8.880  -0.3263
90 N 2.813 2.789 9.720  0.0994
91 C 4.049 3.404 10.181  -0.6995
92 C 4.950 2.593 11.118  -0.9671
93 C 1.768 2.660 10.722  -0.6976
94 C 1.906 1.541 11.762  -0.9802
95 H 1.329 1.911 7.572  0.3123
96 H 2.036 0.293 7.518  0.3801
97 H 1.034 0.756 8.885  0.3868
98 H 3.758 1.890 8.104  0.4175
99 H 3.478 0.789 9.445  0.2175
100 H 3.813 4.359 10.660  0.3632
101 H 4.638 3.673 9.298  0.3906
102 H 4.555 2.564 12.134  0.2205
103 H 5.935 3.061 11.178  0.3935
104 H 5.097 1.569 10.774  0.2776
105 H 0.813 2.527 10.206  0.3826
106 H 1.658 3.614 11.245  0.3483
107 H 2.238 0.600 11.321  0.2558
108 H 0.938 1.355 12.232  0.3646
109 H 2.597 1.813 12.559  0.2900

Calculated values
2S+1: 1
HOMO in eV: -8.05
Kohn-Sham gap in eV: 8.3